No. 1
Formula: CH4BNO3
Source: the OMol25 dataset
Level of theory: ωB97M-V with the def2-TZVPD basis set

The geometry in ORCA input format:
```
! RIJCOSX wB97M-V def2-TZVPD def2/J DEFGRID3
* xyz 0 1
B -0.570 0.457 0.186
C 0.060 -0.987 -0.082
N 1.367 -1.063 -0.361
O -0.663 -2.113 -0.081
O 0.305 1.495 0.145
O -1.887 0.573 0.399
H 1.922 -0.227 -0.434
H 1.766 -1.956 -0.608
H -0.056 2.372 0.286
H -2.244 1.448 0.548
*
```

Its energy above the lowest of the compared OMol25 structures with the same formula, charge and spin is 0.658 eV. The lowest unoccupied orbital energy comes out at 0.0 eV. Its HOMO energy is -9.22 eV. As for the SMILES: NC(=O)B(O)O.



No. 2
Formula: C2H5NO2S
Source: the OMol25 dataset
Level of theory: ωB97M-V with the def2-TZVPD basis set

The geometry in ORCA input format:
```
! RIJCOSX wB97M-V def2-TZVPD def2/J DEFGRID3
* xyz 0 1
C -0.292 -1.168 1.344
C -0.544 0.548 -1.815
N 0.285 -1.334 2.536
O -1.459 -1.260 1.114
O 0.662 -0.123 -1.526
S 1.063 -0.652 0.100
H -0.729 0.504 -2.883
H -0.771 1.646 -1.511
H -1.334 -0.048 -1.347
H -0.301 -1.865 3.256
H 1.282 -1.294 2.633
*
```

Its energy above the lowest of the compared OMol25 structures with the same formula, charge and spin is 1.807 eV. The lowest unoccupied orbital energy comes out at 0.2 eV. Its HOMO energy is -9.07 eV. As for the SMILES: COSC(N)=O.



No. 3
Formula: C5H12O
Source: the OMol25 dataset
Level of theory: ωB97M-V with the def2-TZVPD basis set

The geometry in ORCA input format:
```
! RIJCOSX wB97M-V def2-TZVPD def2/J DEFGRID3
* xyz 1 2
C 2.237 -0.520 -0.425
C 1.978 0.954 -0.256
C 1.379 1.571 0.816
H 3.308 -0.804 -0.180
H 1.583 -1.146 0.212
H 2.049 -0.772 -1.418
H 2.342 1.627 -1.016
H 1.280 2.664 0.830
H 1.021 0.958 1.659
C -1.711 -0.175 0.306
O -0.783 -0.177 -0.846
C -2.667 -1.382 0.356
H -1.188 -0.140 1.244
H -2.341 0.756 0.243
H -0.284 0.643 -0.772
H -2.145 -2.324 0.667
H -3.464 -1.118 1.083
H -3.193 -1.615 -0.560
*
```

Its energy above the lowest of the compared OMol25 structures with the same formula, charge and spin is 2.201 eV. The lowest unoccupied orbital energy (spin up / spin down) comes out at -5.2 / -9.5 eV. Its HOMO energy (spin up / spin down) is -14.79 / -14.35 eV.



No. 4
Formula: C3H2O3S2
Source: the OMol25 dataset
Level of theory: ωB97M-V with the def2-TZVPD basis set

The geometry in ORCA input format:
```
! RIJCOSX wB97M-V def2-TZVPD def2/J DEFGRID3
* xyz 0 1
C -0.997 -0.217 0.496
C 0.380 0.289 0.125
C 1.364 -0.848 -0.173
H -3.186 -0.607 -0.048
H 2.761 0.467 -0.197
O -1.183 -0.722 1.567
O 2.643 -0.497 -0.309
O 0.969 -1.982 -0.294
S -2.233 0.052 -0.748
S 0.765 1.849 0.114
*
```

Its energy above the lowest of the compared OMol25 structures with the same formula, charge and spin is 0.005 eV. The lowest unoccupied orbital energy comes out at -2.0 eV. Its HOMO energy is -9.94 eV. As for the SMILES: O=C(O)C(=S)C(=O)S.



- Among the records above, which one has the lowest energy above the lowest of the compared OMol25 structures with the same formula, charge and spin?
  C3H2O3S2



- What is the formula in the third record?
  C5H12O



Copy entry 2 word for word.
Formula: C2H5NO2S
Source: the OMol25 dataset
Level of theory: ωB97M-V with the def2-TZVPD basis set

The geometry in ORCA input format:
```
! RIJCOSX wB97M-V def2-TZVPD def2/J DEFGRID3
* xyz 0 1
C -0.292 -1.168 1.344
C -0.544 0.548 -1.815
N 0.285 -1.334 2.536
O -1.459 -1.260 1.114
O 0.662 -0.123 -1.526
S 1.063 -0.652 0.100
H -0.729 0.504 -2.883
H -0.771 1.646 -1.511
H -1.334 -0.048 -1.347
H -0.301 -1.865 3.256
H 1.282 -1.294 2.633
*
```

Its energy above the lowest of the compared OMol25 structures with the same formula, charge and spin is 1.807 eV. The lowest unoccupied orbital energy comes out at 0.2 eV. Its HOMO energy is -9.07 eV. As for the SMILES: COSC(N)=O.



Repeat the second record exactly.
Formula: C2H5NO2S
Source: the OMol25 dataset
Level of theory: ωB97M-V with the def2-TZVPD basis set

The geometry in ORCA input format:
```
! RIJCOSX wB97M-V def2-TZVPD def2/J DEFGRID3
* xyz 0 1
C -0.292 -1.168 1.344
C -0.544 0.548 -1.815
N 0.285 -1.334 2.536
O -1.459 -1.260 1.114
O 0.662 -0.123 -1.526
S 1.063 -0.652 0.100
H -0.729 0.504 -2.883
H -0.771 1.646 -1.511
H -1.334 -0.048 -1.347
H -0.301 -1.865 3.256
H 1.282 -1.294 2.633
*
```

Its energy above the lowest of the compared OMol25 structures with the same formula, charge and spin is 1.807 eV. The lowest unoccupied orbital energy comes out at 0.2 eV. Its HOMO energy is -9.07 eV. As for the SMILES: COSC(N)=O.